Record 1
ORCA calculation (ωB97M-V/def2-TZVPD) on a cluster of 7 separate species, C35H42O7S2 in total.

Summary:
Lowest unoccupied orbital energy in eV: 0.342
HOMO in hartree: -0.341
Kohn-Sham gap in eV: 9.6

Positions of all 86 atoms, in Å:
C  -1.69009  0.99033  3.53743
C  -2.95556  1.35985  4.30779
O  -2.59517  1.82133  5.52041
S  -3.67483  2.16008  6.67737
C  -3.08405  0.65062  7.65640
O  -3.21022  3.36298  7.37484
O  -5.03909  1.96704  6.24151
H  -1.80424  0.55907  2.54291
H  -0.98620  0.49772  4.20824
H  -1.12289  1.87159  3.23780
H  -3.32049  2.26255  3.81783
H  -3.64015  0.52512  4.45832
H  -3.57239  -0.16350  7.12083
H  -3.34029  0.78396  8.70743
H  -2.00516  0.52769  7.56154
O  -6.79033  1.19854  0.40447
S  -5.50862  1.81487  0.81127
O  -5.42835  2.42758  2.12800
O  -4.18197  0.90863  0.46127
C  -3.10909  1.55311  -0.00048
C  -3.54591  3.06028  -0.28576
O  -4.98971  2.98294  -0.27197
H  -2.32007  1.58389  0.75093
H  -2.71710  0.97393  -0.83654
H  -3.17448  3.31546  -1.27824
H  -3.34361  3.79337  0.49511
C  7.10760  0.41667  -4.80302
C  6.24381  0.70452  -5.84173
C  4.90475  0.75894  -5.56011
C  4.42323  0.78599  -4.28032
C  5.29867  0.62914  -3.23706
C  6.65678  0.35833  -3.51817
H  8.15706  0.22274  -4.96862
H  6.58438  0.79457  -6.86266
H  4.15333  1.01200  -6.29342
H  3.38194  1.00620  -4.09694
H  5.05592  0.56535  -2.18663
H  7.35091  0.19765  -2.70653
C  -3.22780  -2.37048  3.25548
C  -4.33304  -2.57406  2.40301
C  -5.54178  -3.07147  2.84667
C  -5.64687  -3.39102  4.20414
C  -4.51311  -3.31539  5.03377
C  -3.29766  -2.80360  4.53898
H  -2.31076  -2.16223  2.72437
H  -4.24313  -2.16117  1.40911
H  -6.37661  -3.37441  2.23209
H  -6.60869  -3.86844  4.31975
H  -4.60684  -3.77696  6.00566
H  -2.31085  -2.98161  4.94012
C  0.48415  -1.82712  1.13357
C  -0.25147  -0.98677  0.30901
C  0.24245  -0.43929  -0.83325
C  1.59245  -0.59954  -1.11274
C  2.40950  -1.41625  -0.30584
C  1.82018  -2.06496  0.78332
H  -0.02169  -2.34487  1.93511
H  -1.25448  -0.73299  0.61879
H  -0.33017  0.23901  -1.44840
H  2.05619  -0.05104  -1.91927
H  3.43057  -1.71640  -0.48945
H  2.31936  -2.78590  1.41377
C  6.13823  -3.00430  -3.74533
C  6.19046  -2.97719  -2.38789
C  6.83497  -3.81129  -1.62376
C  7.47742  -4.88355  -2.27787
C  7.54942  -5.01642  -3.66266
C  6.80822  -4.03915  -4.39549
H  5.60594  -2.22394  -4.26888
H  5.84452  -2.12263  -1.82535
H  6.81550  -3.75642  -0.54533
H  7.86159  -5.64443  -1.61464
H  7.93568  -5.88547  -4.17448
H  6.72053  -4.21212  -5.45794
C  -2.17171  2.73311  -3.87648
C  -3.18666  3.66348  -3.77045
C  -2.93456  4.91892  -3.28062
C  -1.72994  5.24908  -2.70496
C  -0.72377  4.32034  -2.69874
C  -0.96031  3.05731  -3.27367
H  -2.32476  1.71516  -4.20322
H  -4.20442  3.44013  -4.05448
H  -3.67506  5.69628  -3.39796
H  -1.65168  6.19626  -2.19201
H  0.23404  4.51937  -2.24116
H  -0.10207  2.40321  -3.31820

Here are the Mulliken charges for atoms 1 to 8, given in e: number 1, C, carries -0.877; number 2, C, carries -0.036; number 3, O, carries -0.345; number 4, S, carries 1.050; number 5, C, carries -0.822; number 6, O, carries -0.594; number 7, O, carries -0.554; number 8, H, carries -0.308

Record 2
ORCA calculation (ωB97M-V/def2-TZVPD) on a cluster of 7 separate species, C35H43BF6IN2O24 in total.

Summary:
Lowest unoccupied orbital energy in eV: -4.527
Total charge: +1
HOMO in hartree: -0.410
Kohn-Sham gap in eV: 6.6

Positions of all 112 atoms, in Å:
C  -0.48101  4.79537  -4.49371
C  -1.34081  3.95365  -3.89966
C  -0.92917  3.38159  -2.53310
C  -2.04146  2.62371  -1.86616
C  -1.94389  1.23767  -1.66949
O  -0.80317  0.53486  -2.06067
C  0.12204  0.75668  -1.13326
N  0.92477  1.15159  -0.41146
C  -2.94932  0.47849  -1.05469
C  -2.74901  -1.01829  -0.83134
O  -1.52191  -1.25835  -0.20235
C  -1.62812  -1.23054  1.22360
C  -2.26007  -2.49562  1.81380
O  -1.23029  -3.42827  1.99349
C  -1.75507  -4.65155  2.48375
C  -0.61158  -5.62274  2.80662
O  0.28178  -5.09547  3.75779
C  -0.22537  -5.12074  5.08267
C  -0.20683  -6.56915  5.65814
C  -4.11564  1.17485  -0.65732
I  -5.78607  0.23216  0.24939
C  -4.18351  2.54160  -0.86541
N  -3.16277  3.21516  -1.43494
B  -3.33920  4.72535  -1.56765
O  -2.39950  5.50262  -0.89683
O  -4.33893  5.23244  -2.34403
C  -5.15293  6.18098  -1.61670
H  0.08471  5.45882  -3.84146
H  -0.34701  4.87457  -5.56698
H  -2.30464  3.73094  -4.35074
H  -0.12580  2.67732  -2.74088
H  -0.50526  4.14299  -1.86871
H  -2.71760  -1.51749  -1.80477
H  -3.59344  -1.40503  -0.25717
H  -2.16630  -0.32095  1.52895
H  -0.61474  -1.17508  1.62297
H  -3.07796  -2.87821  1.18210
H  -2.70613  -2.24585  2.79020
H  -2.38463  -4.45040  3.36123
H  -2.39562  -5.13796  1.73067
H  -1.07023  -6.56411  3.12124
H  -0.06754  -5.84566  1.88489
H  -1.23560  -4.71195  5.18303
H  0.46634  -4.52757  5.68685
H  0.60960  -7.14873  5.22769
H  -1.13700  -7.07079  5.36989
H  -0.14980  -6.56559  6.74544
H  -5.06834  3.08904  -0.56738
H  -2.80116  5.76166  -0.05676
H  -5.83819  6.65792  -2.31646
H  -5.75324  5.66505  -0.85876
H  -4.57392  6.97627  -1.14080
C  3.49346  -3.12250  5.24841
C  3.19313  -3.11701  6.72511
O  4.28340  -3.83552  7.26762
C  5.34560  -3.63837  6.42550
O  6.46968  -3.87343  6.69926
O  4.92502  -3.12860  5.23925
F  2.04084  -3.78782  7.00137
H  3.11925  -4.02425  4.75895
H  3.10156  -2.24948  4.73199
H  3.15107  -2.12342  7.17518
C  2.95294  2.27162  -6.02983
C  3.61972  2.45040  -7.36968
O  2.59975  3.07920  -8.13395
C  1.83251  3.77934  -7.26350
O  1.05548  4.62345  -7.57480
O  2.06733  3.39836  -5.98580
F  3.93133  1.26296  -7.93673
H  2.37181  1.34932  -5.98061
H  3.65531  2.29426  -5.20018
H  4.50558  3.08756  -7.35357
C  3.10472  -6.86223  9.70627
C  2.27555  -6.22068  8.62497
O  0.95115  -6.56507  8.99955
C  0.95475  -6.70431  10.35983
O  -0.01720  -6.73055  11.03286
O  2.22407  -6.79521  10.83218
F  2.54319  -6.75492  7.40465
H  3.33266  -7.90581  9.48237
H  4.03269  -6.32950  9.90082
H  2.36273  -5.14269  8.57423
C  1.82525  7.41430  -5.96320
C  2.29810  8.45287  -6.94542
O  3.47876  8.94219  -6.32998
C  3.98733  7.92252  -5.58048
O  5.08669  7.88854  -5.14450
O  3.06138  6.94282  -5.40991
F  1.40774  9.46822  -7.07086
H  1.21179  7.84453  -5.17123
H  1.27680  6.60387  -6.43644
H  2.54059  8.06296  -7.93620
C  -4.39628  7.09502  -5.32394
C  -3.92783  8.14266  -6.30116
O  -2.74624  8.62681  -5.68257
C  -2.23744  7.60793  -4.94316
O  -1.13289  7.58255  -4.50976
O  -3.15930  6.62514  -4.77428
F  -4.81768  9.15445  -6.41436
H  -5.00858  7.52441  -4.52926
H  -4.94566  6.28593  -5.79953
H  -3.68656  7.76030  -7.29472
C  3.30150  -8.55923  1.69920
C  2.47687  -7.95438  0.59206
O  1.15954  -8.34758  0.94080
C  1.13413  -8.47977  2.29852
O  0.14736  -8.53963  2.94990
O  2.39096  -8.51994  2.80280
F  2.79137  -8.47945  -0.61710
H  3.57382  -9.59414  1.48683
H  4.20297  -7.99132  1.91623
H  2.52691  -6.86492  0.53522

Here are the Mulliken charges for atoms 1 to 8, given in e: number 1, C, carries -1.171; number 2, C, carries -0.108; number 3, C, carries -1.403; number 4, C, carries 0.366; number 5, C, carries 0.579; number 6, O, carries -0.513; number 7, C, carries 0.386; number 8, N, carries -0.460

Record 3
ORCA calculation (ωB97M-V/def2-TZVPD) on a structure of composition C35H43BrN3O4RhSe.

Summary:
Lowest unoccupied orbital energy (spin up / spin down) in eV: -2.605 / -2.605
HOMO (spin up / spin down) in hartree: -0.289 / -0.290
Kohn-Sham gap (spin up / spin down) in eV: 5.3 / 5.3

Positions of all 88 atoms, in Å:
Rh  0.65676  -0.15632  0.15417
C  -2.17612  -3.23529  -5.14293
C  -3.02482  -3.65225  -3.92948
C  -3.16823  -5.17802  -3.95723
C  -4.42113  -3.02080  -4.04757
C  -2.35942  -3.15635  -2.64510
C  -1.93314  -1.85987  -2.57392
C  -1.20695  -1.41240  -1.45424
N  -0.66467  -0.19025  -1.25499
C  -0.78916  0.97325  -1.92456
C  -1.77704  1.30343  -2.87253
C  -1.71769  2.50147  -3.52037
C  -0.70897  3.43618  -3.13497
C  0.23702  3.22930  -2.16822
C  0.25264  1.93644  -1.55906
O  1.15038  1.56003  -0.72657
C  1.16050  4.40209  -1.79119
C  2.01916  4.76690  -3.01291
C  2.10808  4.10692  -0.62037
C  0.28872  5.60411  -1.39543
C  -2.68251  2.87396  -4.63959
C  -3.64517  1.73308  -4.97704
C  -1.86514  3.20487  -5.89994
C  -3.51110  4.10069  -4.22668
C  -0.86499  -2.36249  -0.38772
O  -0.03771  -1.99365  0.51466
C  -1.45302  -3.67163  -0.40430
C  -2.16903  -4.01283  -1.51699
C  -1.24889  -4.63443  0.76305
C  0.25506  -4.92827  0.92177
C  -1.78300  -3.98657  2.05496
C  -1.98776  -5.95630  0.56054
H  -2.59126  -3.67533  -6.05165
H  -1.14679  -3.58122  -5.02918
H  -2.15950  -2.15334  -5.27896
H  -3.51752  -5.48618  -4.94328
H  -3.89643  -5.52655  -3.22184
H  -2.21040  -5.66927  -3.77107
H  -4.92181  -3.38126  -4.94920
H  -4.35600  -1.93182  -4.10433
H  -5.03593  -3.28224  -3.18355
H  -2.09798  -1.19399  -3.40503
H  -2.59136  0.62229  -3.05150
H  -0.71104  4.40038  -3.62813
H  2.62775  3.91250  -3.31767
H  2.68888  5.59124  -2.75962
H  1.40829  5.07309  -3.86532
H  2.79643  3.29945  -0.86058
H  1.56226  3.82761  0.28081
H  2.69247  5.00416  -0.40662
H  -0.33475  5.95167  -2.22181
H  0.92567  6.43467  -1.08544
H  -0.36818  5.34486  -0.56234
H  -3.10014  0.82702  -5.25525
H  -4.26799  2.02412  -5.82379
H  -4.30557  1.51012  -4.13567
H  -1.25724  2.34715  -6.19616
H  -1.19875  4.05309  -5.73604
H  -2.53680  3.45845  -6.72261
H  -4.09853  3.88489  -3.33187
H  -4.19817  4.37153  -5.03162
H  -2.87727  4.96546  -4.02040
H  -2.59309  -5.00473  -1.55982
H  0.78407  -4.03025  1.22726
H  0.68100  -5.28094  -0.02167
H  0.41195  -5.69407  1.68470
H  -1.28717  -3.03792  2.25367
H  -1.60140  -4.65403  2.89938
H  -2.85822  -3.80877  1.97616
H  -1.63146  -6.49656  -0.32090
H  -3.06668  -5.80403  0.47165
H  -1.81355  -6.58874  1.43162
Br  3.70870  -5.97618  -0.81558
C  3.25233  -4.14430  -0.79639
C  2.88228  -3.52101  -1.98621
N  2.54365  -2.23928  -2.03539
C  2.56268  -1.54693  -0.89717
C  2.90888  -2.09060  0.33364
C  3.27398  -3.42631  0.37970
C  2.96116  -1.23408  1.58256
O  3.74618  -1.50544  2.46571
O  2.11970  -0.25785  1.55439
H  2.86913  -4.06850  -2.92153
H  2.34852  -0.47128  -0.99911
H  3.58487  -3.86410  1.31960
Se  1.17949  2.13203  3.61007
C  0.15783  1.43843  2.39599
N  -0.52014  0.92496  1.54760

Here are the Mulliken charges for atoms 1 to 8, given in e: number 1, Rh, carries -0.108; number 2, C, carries -1.517; number 3, C, carries 2.005; number 4, C, carries -2.273; number 5, C, carries -1.431; number 6, C, carries -1.231; number 7, C, carries -0.155; number 8, C, carries -0.447

Values for max |F|, eV/A, ordered as above
5.27; 2.07; 1.25